This record from the Open Molecules 2025 dataset describes a 3-piece molecular cluster, C4H10N2O2 overall. The level of theory is ωB97M-V/def2-TZVPD.

Geometry as ORCA input:
```
! wB97M-V def2-TZVPD RIJCOSX def2/J DEFGRID3
* xyz 0 1
H 1.971 -1.621 2.297
H 0.945 -0.941 -0.790
H -2.370 0.667 1.142
C -1.541 0.535 0.480
C 0.139 -0.272 -0.606
H -0.267 -1.261 1.602
N -0.602 -0.361 0.548
O 2.668 -1.018 2.603
C 0.122 1.239 -2.689
H -0.580 1.943 -3.141
N -1.410 1.242 -0.655
H 2.182 -0.259 2.939
O 0.011 -1.793 2.475
H 1.138 1.618 -2.585
H 0.228 0.430 -3.410
H -2.100 1.850 -1.052
H -0.166 -2.712 2.226
C -0.370 0.713 -1.382
*
```

Computed properties:
ΔE to the lowest compared entry with this formula, charge and spin = 34.5 kcal/mol
SMILES = Cc1cnc[nH]1.O.O
LUMO level = 0.49 eV



This record from the Open Molecules 2025 dataset describes C22H30N6O2 as an isolated structure. The level of theory is ωB97M-V/def2-TZVPD.

Geometry as ORCA input:
```
! wB97M-V def2-TZVPD RIJCOSX def2/J DEFGRID3
* xyz 0 1
H 0.222 -3.785 1.584
C -3.175 -3.200 0.118
C 0.526 -1.659 -0.739
C -2.191 -0.018 2.830
H 2.516 4.525 -1.019
C 1.437 4.540 -1.218
O -5.058 -1.638 -1.379
H -0.221 2.146 -2.516
H -1.091 1.790 2.274
C -1.373 -1.706 -0.992
H -3.255 0.629 3.121
H 3.479 -1.738 2.305
C -0.940 -1.972 2.794
C 1.015 6.103 -0.885
N 2.111 -2.092 -0.469
C 0.620 3.507 -0.474
C 1.990 -3.372 0.233
C 1.561 -3.404 1.719
H 1.311 -3.988 -0.535
H 2.126 2.080 -0.386
H 0.922 6.316 0.364
H -2.666 -4.012 -0.261
C 1.006 2.163 -0.744
N -0.307 -2.307 -0.247
H 1.892 -4.056 2.256
N -2.750 -2.269 -0.770
N 0.334 -0.588 -1.613
H 1.731 6.910 -1.457
H 0.438 1.373 -0.075
H 1.045 0.108 -3.350
C -1.023 0.680 2.286
H 1.092 0.776 2.054
H 2.639 -0.529 2.447
N -3.427 -0.247 -2.172
H 0.111 6.253 -1.222
C -3.983 -1.420 -1.509
C 0.840 1.664 -2.373
H -0.567 3.767 -0.887
H 2.218 -0.107 -2.079
C 0.245 0.011 2.255
H -0.705 -3.110 3.213
H 3.825 -1.008 -0.089
H 2.183 0.074 0.075
C -2.027 0.111 -2.348
O -1.847 1.028 -3.281
H -2.885 -2.014 3.231
H 1.430 4.553 -2.107
H -4.117 0.259 -2.577
H -4.184 -3.352 0.118
H 3.176 -3.610 0.170
C 1.223 0.189 -2.420
C 2.663 -0.892 0.308
H -2.742 -3.107 0.935
H 1.581 2.318 -2.820
C 0.168 -1.319 2.445
C -1.234 -0.696 -1.871
H 0.415 3.863 0.601
C 2.480 -1.298 1.963
N 1.385 -1.886 2.265
C -2.183 -1.331 2.920
*
```

Computed properties:
ΔE to the lowest compared entry with this formula, charge and spin = 467.8 kcal/mol
LUMO level = 0.06 eV



This record from the Open Molecules 2025 dataset describes C3H3BiO2 as an isolated structure. The level of theory is ωB97M-V/def2-TZVPD.

Geometry as ORCA input:
```
! wB97M-V def2-TZVPD RIJCOSX def2/J DEFGRID3
* xyz 2 1
O 0.384 0.723 0.004
C -1.891 0.119 0.126
C -0.609 -0.230 0.143
Bi 3.518 0.525 0.494
C 1.651 0.401 -0.512
H -2.651 -0.661 0.102
H -2.202 1.159 0.018
O 2.060 -0.774 -0.453
H -0.260 -1.262 0.078
*
```

Computed properties:
ΔE to the lowest compared entry with this formula, charge and spin = 23.4 kcal/mol
LUMO level (spin up / spin down) = -13.53 / -13.54 eV



This record from the Open Molecules 2025 dataset describes a 9-piece molecular cluster, C13H42N15O10 overall. The level of theory is ωB97M-V/def2-TZVPD.

Geometry as ORCA input:
```
! wB97M-V def2-TZVPD RIJCOSX def2/J DEFGRID3
* xyz -1 1
N 1.203 -1.619 -2.500
N 2.772 -1.692 -0.882
N -0.391 0.059 5.219
H -2.402 -3.742 -2.208
O -5.161 1.452 2.783
C -1.283 -1.235 0.427
H 0.688 -2.017 -3.262
H 3.899 2.932 -0.077
H 3.029 0.778 -3.143
H -0.247 0.373 6.159
H -0.347 2.594 1.868
H -0.989 3.586 -1.138
N -0.643 -1.654 3.724
O -0.880 3.491 -3.611
H -2.409 1.267 1.271
N 0.512 1.728 -3.252
C -1.702 -5.224 -0.969
H -1.559 -6.555 0.531
N -0.087 3.516 2.180
H -0.540 -0.978 2.982
N -3.891 -1.619 2.488
C 1.237 3.748 2.442
O -0.436 0.629 1.635
N 3.522 1.359 -5.164
C -0.620 -1.274 5.032
H 0.759 -0.940 -1.897
H -6.010 -0.833 1.808
H 3.630 -2.000 -0.467
H -0.321 0.696 4.446
O 0.387 0.271 -0.392
H 3.916 3.172 -3.404
H -0.106 2.053 -0.915
N -0.425 2.833 -1.481
O 1.606 4.692 3.131
N -1.896 -5.637 0.318
H -2.971 -3.646 -0.589
H 5.473 2.454 -3.702
H -3.383 1.559 4.508
H -4.135 -0.705 2.829
N 2.055 2.711 2.087
H 2.822 2.101 -5.195
O 3.164 -2.822 -2.820
H 5.754 -0.087 -4.167
N -5.800 -1.625 1.229
H -0.780 -2.619 3.494
H 2.994 2.737 2.435
H 1.677 1.912 1.604
C 2.433 -2.116 -2.157
C 3.878 1.050 -3.790
H -3.000 -1.982 2.768
C -3.954 1.399 2.582
H -4.052 1.347 0.589
H -6.402 -1.971 0.509
N -3.414 1.184 1.347
C -4.570 -2.180 1.442
H 2.990 3.259 -1.501
H -1.451 -1.517 -0.605
H -2.138 1.188 3.357
H 0.570 1.572 -4.238
H 3.009 0.605 -5.615
N -3.027 1.618 3.571
H 2.115 -1.121 -0.376
O 4.750 2.184 -1.794
C -0.324 -0.069 0.591
H -2.207 -0.951 0.926
O -0.766 -2.055 5.957
H 4.893 -0.536 -2.719
C -0.339 2.711 -2.831
H -2.414 -5.058 0.954
H -0.862 -2.106 0.941
O -1.136 -5.892 -1.822
C 4.525 2.285 -3.179
N -2.311 -4.034 -1.254
H 0.880 1.094 -2.564
O -4.149 -3.155 0.827
H 4.178 -0.980 -4.240
C 4.753 -0.197 -3.746
C 3.604 2.485 -1.027
H -0.749 4.170 2.550
H 3.002 1.592 -0.848
*
```

Computed properties:
LUMO level = 2.16 eV